52
Properties=species:S:1:pos:R:3:forces:R:3 method="wB97M-V/def2-TZVPD" total_charge=+2 energy_ev=-50883.890 homo_lumo_gap_ev="4.6 / 4.7" molar_mass_g_mol=658.41 lumo_energy_ev="-9.6 / -9.6"
Ru -0.014131 -0.294200 -0.025070 -1.1157 -0.0223 0.6986
C -4.583730 -1.002604 0.326931 0.0368 -0.1659 0.0046
C -4.161938 0.369100 -0.050582 0.5545 0.2698 -0.0671
N -5.081025 1.291541 -0.249494 -0.1764 -0.3387 0.1080
C -4.719696 2.518192 -0.584353 0.8737 0.4700 -0.1329
C -3.382920 2.942365 -0.747760 -0.7246 0.0025 -0.0357
C -3.121888 4.385995 -1.127951 -0.0175 -0.0868 0.2275
O -2.267200 4.491596 -2.247572 0.0930 0.1057 -0.2051
C -2.362947 2.009490 -0.549637 -0.1958 -0.5299 0.1982
C -0.985069 2.439997 -0.713281 0.1776 -0.4835 0.1909
N 0.079170 1.752951 -0.411159 -0.7119 0.1389 -0.1433
C 1.335990 2.433790 -0.517787 0.1776 0.0530 0.0004
C 1.428278 3.823129 -0.375641 0.1094 -0.2641 -0.0135
C 2.645830 4.466583 -0.510599 0.1155 -0.0486 -0.0300
C 3.798642 3.741996 -0.775180 -0.0807 0.0253 0.0312
C 3.737706 2.358477 -0.874352 -0.0073 -0.1183 0.0239
C 2.517708 1.722048 -0.733345 -0.0530 0.3722 0.0070
I 2.484764 -0.380185 -0.763297 -0.2288 0.1205 -0.1309
C -2.757034 0.679709 -0.184152 -1.4527 1.5316 -0.4370
O -1.955257 -0.289538 0.028963 2.7091 -1.0846 0.0654
H -5.663309 -1.030348 0.439590 0.0184 -0.0066 0.0045
H -4.100194 -1.317563 1.252895 -0.0543 -0.0053 0.0218
H -4.278258 -1.714358 -0.444398 -0.0432 -0.0173 0.0068
H -5.525003 3.226879 -0.748514 0.0213 -0.0075 -0.0076
H -2.624474 4.892723 -0.294483 -0.0329 0.0195 -0.0651
H -4.071831 4.900065 -1.282933 0.0310 -0.0277 -0.0119
H -2.780256 4.534768 -3.061689 -0.0005 0.0120 0.0294
H -0.876826 3.429917 -1.135014 0.1297 0.0410 0.0301
H 0.558194 4.412083 -0.126868 -0.0700 -0.0134 0.0100
H 2.692372 5.540362 -0.395219 0.0120 0.0046 -0.0025
H 4.749778 4.243861 -0.880344 0.0188 -0.0029 -0.0103
H 4.639293 1.788861 -1.052063 0.0312 -0.0060 -0.0129
F 0.915844 1.724109 4.744007 -0.0149 -0.1123 -0.0544
C 0.679784 0.641113 4.012276 0.0303 0.1580 -0.1927
C 0.503681 0.786222 2.643137 0.0704 0.2044 0.3015
C 0.257276 -0.357589 1.896935 -0.1221 0.0780 -0.3634
C 0.183470 -1.636539 2.487520 0.0176 -0.1635 0.1893
C 0.372143 -1.709467 3.865935 -0.0166 -0.0835 -0.2274
F 0.318881 -2.890694 4.479529 0.0050 0.0787 -0.0307
C 0.617977 -0.590348 4.641383 -0.0095 0.0080 -0.0434
C -0.076365 -2.746281 1.572496 -0.0272 -0.1608 0.1588
C -0.210173 -4.091475 1.898890 0.0007 0.0655 -0.0412
C -0.467856 -5.005581 0.888821 0.0004 0.0742 -0.0454
C -0.592147 -4.564110 -0.421287 0.0106 0.0107 0.0650
C -0.444757 -3.214244 -0.676208 -0.0684 -0.1105 -0.1831
N -0.189012 -2.335126 0.290702 0.0407 0.0999 0.0098
H 0.572142 1.770620 2.201493 -0.0417 0.0020 0.0258
H 0.760184 -0.680667 5.708842 -0.0018 -0.0038 0.0407
H -0.113703 -4.412904 2.922931 -0.0063 -0.0090 -0.0030
H -0.572120 -6.055541 1.124687 -0.0028 -0.0126 0.0047
H -0.793644 -5.246719 -1.233129 -0.0073 -0.0103 -0.0136
H -0.528740 -2.815163 -1.681802 -0.0009 -0.0504 0.0500